Density functional theory data (wB97M-V/def2-TZVPD) for a molecular structure, C35H23BrCl2N7O2Ru at a distorted geometry.

Structure (XYZ):
```
71
Properties=species:S:1:pos:R:3:forces:R:3
Ru 0.21456 0.80280 -0.61690 0.4 0.8 -0.9
Cl -3.62974 6.23560 -1.96430 -0.3 0.1 -0.3
C -2.45164 5.16980 -1.31290 0.5 0.2 0.7
C -2.22504 3.94410 -1.90680 0.2 -0.2 0.0
C -1.26534 3.07980 -1.37070 0.0 1.7 1.1
N -0.98194 1.82190 -1.79530 -0.3 -1.8 -1.5
C -1.42394 1.26710 -2.97940 -0.1 2.0 0.7
O -2.09864 1.84450 -3.82420 0.2 -0.7 0.0
C -0.95914 -0.11940 -3.09590 0.6 -1.6 0.1
C -1.19954 -0.88050 -4.24340 -0.1 0.5 0.5
C -0.76914 -2.18590 -4.28460 0.4 -0.3 0.7
C -0.12094 -2.71690 -3.15760 -0.4 0.2 -0.7
C 0.08816 -1.90780 -2.06440 -0.1 -0.1 0.0
N -0.29014 -0.63250 -2.02380 -0.1 -0.3 -1.4
C -0.51164 3.48920 -0.20880 -1.6 1.1 -1.2
C -0.76244 4.73840 0.36730 0.2 -0.2 0.0
C -1.72474 5.56560 -0.17640 -0.3 -0.4 -0.7
Cl -2.03514 7.08780 0.55470 0.0 0.3 0.3
N 0.34556 2.55040 0.25550 1.9 -0.7 2.1
C 1.13726 2.69360 1.38460 -1.5 1.7 -1.5
O 1.26416 3.73010 2.03260 0.3 -0.8 0.2
C 1.79776 1.43860 1.71540 0.9 -1.9 0.2
C 2.66806 1.35620 2.80980 -0.5 0.4 -0.5
C 3.29736 0.16990 3.08880 -0.2 -1.0 -0.6
C 3.03166 -0.93760 2.26250 0.3 0.7 0.7
C 2.15376 -0.79420 1.21340 0.1 0.0 -0.1
N 1.53866 0.35230 0.91490 0.8 0.6 1.0
H -2.78824 3.64080 -2.77590 0.0 0.1 0.1
H -1.71874 -0.41400 -5.06670 0.0 0.1 0.0
H -0.92884 -2.79410 -5.15890 0.0 -0.1 -0.1
H 0.21456 -3.73990 -3.14790 0.1 -0.1 0.0
H 0.56886 -2.29370 -1.17390 0.1 0.1 0.0
H -0.20154 5.03660 1.24130 -0.1 0.1 -0.1
H 2.83496 2.24920 3.39520 -0.1 0.1 0.0
H 3.99096 0.08340 3.90860 0.1 0.0 0.1
H 3.52746 -1.87940 2.42630 0.0 -0.2 0.0
H 1.94556 -1.63960 0.56870 0.0 0.1 0.0
C -1.35464 0.92450 2.20940 -0.4 0.1 -1.0
C -1.55934 0.42160 0.90180 -1.2 -0.7 2.0
N -1.16984 -0.83400 0.57270 -0.7 0.8 -0.3
C -0.71884 -1.63960 1.50320 1.0 0.5 1.5
C -0.63074 -1.27670 2.88360 -0.4 1.9 -2.1
C -0.85834 0.09360 3.17750 0.2 -1.3 0.0
C -0.32184 -2.20250 3.89690 -0.3 -2.9 1.0
C -0.65724 -3.54850 3.89120 1.7 2.8 1.1
C -1.60054 -4.15560 3.04280 -2.3 -1.8 -2.2
C -1.98694 -5.51730 3.21050 0.8 1.4 0.4
C -3.00584 -5.98920 2.43330 -0.6 0.4 -0.7
N -3.60334 -5.23220 1.49950 -0.4 -1.1 -0.1
C -3.15394 -4.00450 1.33960 -0.3 -0.4 0.4
N -2.22664 -3.44630 2.06720 0.9 0.0 1.2
H -1.61544 1.94930 2.43390 0.0 0.1 0.0
H -2.29104 0.88540 0.24070 0.5 0.2 -0.2
H -0.29214 -2.57810 1.16900 -0.1 0.0 0.1
H -0.69934 0.44700 4.18770 -0.1 0.1 0.1
H 0.12386 -1.80030 4.79930 0.3 -0.1 0.0
H -0.28704 -4.16320 4.69990 -0.1 0.0 0.1
H -1.49624 -6.12890 3.94920 0.0 -0.1 0.2
H -3.39314 -6.99320 2.54600 0.1 -0.1 0.0
H -3.60624 -3.40010 0.56490 -0.1 0.1 -0.1
Br 5.24316 1.19380 -5.04620 -0.1 0.0 0.0
C 3.85936 1.17920 -3.74040 0.1 -0.1 -0.1
C 3.68936 0.05040 -2.95830 0.1 0.1 0.0
C 2.69096 0.05100 -2.00120 0.2 0.0 0.0
C 1.82806 1.13030 -1.83830 -0.4 -0.4 0.3
C 2.02266 2.24780 -2.64250 -0.1 0.1 0.2
C 3.04006 2.28220 -3.58550 0.2 0.0 -0.1
H 4.32036 -0.81520 -3.08970 0.1 0.0 0.0
H 2.60076 -0.82220 -1.36730 -0.1 -0.1 -0.1
H 1.38836 3.11960 -2.54360 -0.1 0.0 0.0
H 3.18906 3.15970 -4.19800 0.0 0.0 0.0
```
Forces are in eV/Å.

Output
2S+1   2
HOMO-LUMO gap (alpha / beta)   5.4 / 5.7 eV
LUMO level (alpha / beta)   -1.62 / -1.71 eV
Expectation value of S²   0.764
Charge   0



Density functional theory data (wB97M-V/def2-TZVPD) for a molecular structure, C4H11BrOSi at a distorted geometry.

Structure (XYZ):
```
18
Properties=species:S:1:pos:R:3:forces:R:3
C 2.11211 -2.44236 0.20190 -1.0 -2.6 1.3
C -2.04228 0.85250 -1.29180 1.4 1.8 1.2
C -0.89155 2.04887 1.33800 0.5 -0.8 -2.2
C 1.01345 -0.41288 -0.44276 -1.8 -0.1 1.7
O 1.34704 -1.35400 0.56841 -1.3 1.2 -0.5
Si -1.07281 0.42640 0.24066 2.8 -0.2 1.2
Br 2.34254 1.05716 -0.36809 -0.1 -0.1 -0.3
H 2.05898 -3.23709 1.02918 0.1 1.4 -1.0
H 3.09469 -2.21105 0.00318 2.6 0.9 0.0
H 1.81996 -2.97966 -0.68563 -0.9 0.0 -0.6
H -2.27799 -0.04028 -1.71042 -0.2 -2.8 -2.0
H -3.02660 1.17950 -1.04085 -0.6 1.1 0.3
H -1.45003 1.53018 -1.95552 -0.8 -0.6 0.5
H -1.76475 2.61656 1.03903 -0.3 0.3 0.1
H -0.84991 1.98705 2.40666 0.2 -0.3 0.4
H -0.01795 2.58970 0.91860 -0.3 -0.2 0.5
H 1.09778 -0.89346 -1.43978 -0.2 0.5 0.4
H -1.49268 -0.71715 1.18924 0.0 0.6 -1.0
```
Forces are in eV/Å.

Output
2S+1   1
HOMO-LUMO gap   9.7 eV
LUMO level   0.86 eV
ΔE to the lowest compared entry with this formula, charge and spin   81.94 kcal/mol
Charge   0



Density functional theory data (wB97M-V/def2-TZVPD) for a gas-phase ion, C6H11NO (charge +1) at a distorted geometry.

Structure (XYZ):
```
19
Properties=species:S:1:pos:R:3:forces:R:3
O 1.10795 -2.49844 -0.73981 -0.1 0.1 0.0
C 1.66165 -1.80499 0.04616 -0.1 -0.3 0.1
C 1.05256 -0.43311 0.53488 0.7 0.5 -0.1
C 0.33838 0.17254 -0.72001 -0.8 0.4 -0.6
C -1.11891 0.27048 -0.44316 0.5 0.0 -0.1
C -1.95951 -0.69420 -0.93867 -0.3 -0.1 0.0
C -1.61286 1.45702 0.28993 -0.4 0.3 0.1
N 2.06216 0.42700 1.05510 -0.9 0.4 0.1
H 2.61862 -2.07968 0.52137 0.0 0.1 0.1
H 0.33259 -0.71506 1.31618 0.1 -0.2 0.0
H 0.51198 -0.45158 -1.58379 0.1 -0.3 -0.1
H 0.68868 1.17214 -0.99051 0.3 -0.1 0.4
H -3.03442 -0.55243 -0.91962 0.0 0.0 0.1
H -1.59500 -1.59561 -1.40857 0.2 0.0 -0.1
H -0.86467 1.85646 0.96934 0.1 -0.1 0.2
H -2.54199 1.24713 0.82412 0.1 0.1 0.0
H -1.81417 2.29785 -0.39599 0.0 -0.3 -0.1
H 2.17041 1.29282 0.53920 0.3 -0.2 0.0
H 1.99656 0.63166 2.04386 0.1 -0.1 0.0
```
Forces are in eV/Å.

Output
2S+1   2
HOMO-LUMO gap (alpha / beta)   10.6 / 5.1 eV
LUMO level (alpha / beta)   -3.53 / -8.37 eV
Expectation value of S²   0.765
ΔE to the lowest compared entry with this formula, charge and spin   48.33 kcal/mol
Charge   +1



Density functional theory data (wB97M-V/def2-TZVPD) for a molecular structure, C4H6N2O2 at a distorted geometry.

Structure (XYZ):
```
14
Properties=species:S:1:pos:R:3:forces:R:3
C -0.76568 -1.56619 0.07568 -0.2 -1.5 0.0
C 0.50042 0.19676 1.40265 0.0 1.4 0.6
C 0.91246 0.06869 -1.34345 -0.9 1.9 0.4
C -0.33594 -0.24945 0.16130 5.7 2.7 -2.6
N -1.06490 -2.66418 -0.01767 -0.2 -0.7 0.1
N -1.36059 0.66642 -0.24337 -2.9 1.9 1.0
O -1.46475 1.70954 0.39641 0.6 -0.4 -0.6
O -2.16813 0.32855 -1.08650 0.7 -0.3 -0.2
H 0.67562 1.32358 1.67232 -0.7 -2.1 -1.4
H -0.01316 -0.18997 2.23631 -1.2 -0.2 1.3
H 1.44731 -0.29561 1.61467 0.3 -0.3 -1.3
H 0.91308 -0.41901 -2.34140 -1.0 -0.5 1.1
H 1.87512 -0.10345 -0.89368 0.2 -0.1 0.4
H 0.84916 1.19434 -1.63326 -0.3 -1.8 1.1
```
Forces are in eV/Å.

Output
2S+1   1
HOMO-LUMO gap   10.5 eV
LUMO level   -0.68 eV
ΔE to the lowest compared entry with this formula, charge and spin   142.27 kcal/mol
Charge   0



Density functional theory data (wB97M-V/def2-TZVPD) for a single C27H30FN7O2 molecule at a distorted geometry.

Structure (XYZ):
```
67
Properties=species:S:1:pos:R:3:forces:R:3
C 3.71428 -1.08601 1.08218 0.0 0.1 -0.1
C 3.38724 0.15710 0.33468 -0.2 0.4 0.0
N 4.12734 0.55965 -0.68357 0.6 -0.6 -0.1
N 3.58361 1.68404 -1.13329 -0.4 0.0 0.4
C 2.49186 2.02563 -0.42474 0.0 -0.2 0.3
C 2.31740 1.05683 0.54385 0.3 0.3 -0.2
C 1.28298 1.01271 1.62294 0.1 0.3 -0.2
N 0.71149 -0.33336 1.81172 0.2 0.3 0.1
C 0.24205 -1.02001 0.75083 -0.2 -0.4 0.0
O 0.38011 -0.65126 -0.40267 0.0 -0.2 -0.1
C -0.57606 -2.28856 1.04765 0.0 0.2 0.0
N -1.62447 -2.38290 0.07839 0.0 -0.4 -0.7
C -1.56922 -2.81619 -1.21002 -0.9 0.1 -0.3
C -0.58184 -3.38917 -2.00150 0.2 -0.1 0.0
C -0.94124 -3.71214 -3.28913 0.2 0.0 0.1
C -2.23482 -3.48095 -3.78161 -0.2 0.0 -0.2
C -3.21826 -2.91510 -3.00678 0.0 0.0 0.1
C -2.87813 -2.57644 -1.69712 1.3 -0.4 0.2
N -3.59511 -2.01359 -0.68333 -0.7 0.2 -0.2
N -2.84955 -1.90175 0.33433 0.0 0.4 1.0
H -4.21354 -2.73571 -3.37936 -0.1 0.0 -0.1
H -2.45431 -3.75877 -4.80183 0.0 0.0 -0.1
H -0.20850 -4.15728 -3.94570 0.1 0.0 0.0
H 0.41692 -3.55704 -1.62989 0.1 0.0 0.0
H -1.03615 -2.23923 2.03588 0.1 -0.1 -0.2
H 0.06150 -3.17447 0.97269 -0.1 0.1 0.1
C 0.60126 -0.78067 3.15098 0.0 -0.3 0.5
C 1.13081 -2.01209 3.52727 -0.1 0.3 0.0
C 1.05120 -2.43458 4.84082 -0.1 0.0 0.3
C 0.44697 -1.60885 5.77213 0.0 0.0 -0.2
C -0.07129 -0.37427 5.42364 0.1 -0.2 0.1
C 0.00866 0.04040 4.10750 0.0 -0.2 -0.1
H -0.38570 1.00409 3.82391 0.0 0.1 -0.1
H -0.52997 0.24790 6.17498 0.0 0.1 0.1
F 0.37024 -2.01734 7.05240 0.0 0.0 -0.1
H 1.45835 -3.38457 5.14783 0.0 -0.1 0.1
H 1.61925 -2.63580 2.79540 0.1 0.0 -0.1
C 0.12692 2.01501 1.39488 0.4 -0.2 0.1
O -0.22812 2.77222 2.27848 -0.1 0.3 0.4
N -0.43267 1.92627 0.18763 -0.2 0.0 -0.5
H -0.09043 1.21893 -0.45073 0.1 0.0 0.2
C -1.61301 2.66202 -0.21486 -0.4 0.4 0.2
C -1.27313 3.64938 -1.33705 0.2 -0.1 0.1
C -0.90223 2.92421 -2.62835 -0.3 0.2 -0.1
C -2.03683 2.00194 -3.06389 0.3 -0.2 0.0
C -2.34468 0.98646 -1.96866 -0.3 0.2 -0.1
C -2.71066 1.69299 -0.66509 0.2 -0.1 0.1
H -2.89429 0.95340 0.11718 -0.1 0.1 0.1
H -3.63176 2.26036 -0.81020 -0.1 0.0 0.0
H -3.17577 0.34718 -2.27191 0.1 -0.1 0.0
H -1.47629 0.34042 -1.81876 0.0 -0.1 0.0
H -1.76228 1.48296 -3.98443 -0.1 0.0 -0.1
H -2.92942 2.59822 -3.26769 -0.1 0.0 -0.1
H -0.69510 3.65778 -3.41102 0.1 0.0 0.0
H 0.00440 2.33369 -2.47767 0.1 0.0 0.0
H -2.14476 4.28178 -1.51539 0.0 0.1 0.0
H -0.45354 4.29457 -1.01266 0.0 0.1 0.0
H -1.94183 3.21682 0.67111 0.0 -0.1 -0.2
H 1.75215 1.27800 2.57863 -0.2 0.0 -0.2
H 1.93647 2.91617 -0.63756 -0.1 0.2 -0.1
C 4.15706 2.38215 -2.24642 0.2 0.2 -0.4
H 4.43784 3.39751 -1.96048 0.0 -0.1 0.0
H 3.45072 2.42930 -3.07766 0.1 0.0 0.0
H 5.04402 1.83443 -2.55704 -0.1 0.0 0.0
H 3.61190 -0.92983 2.15492 0.0 -0.1 0.1
H 3.04588 -1.89306 0.78080 0.0 -0.1 0.0
H 4.73406 -1.38151 0.85243 0.1 -0.1 0.0
```
Forces are in eV/Å.

Output
2S+1   1
HOMO-LUMO gap   9.3 eV
LUMO level   0.47 eV
ΔE to the lowest compared entry with this formula, charge and spin   0.00 kcal/mol
Charge   0



Density functional theory data (wB97M-V/def2-TZVPD) for a molecular structure, C16H13B2Cl2F7N4O2S3V at a distorted geometry.

Structure (XYZ):
```
50
Properties=species:S:1:pos:R:3:forces:R:3
V -0.26910 -0.71841 -0.35536 0.8 1.3 0.0
C -3.74714 0.12327 2.16532 0.0 0.0 -0.1
N -2.54396 -0.00238 2.96266 -0.2 0.0 -0.1
C -2.42689 -0.73463 4.11900 0.1 0.0 0.1
C -1.16143 -0.55293 4.55450 -0.2 -0.1 0.0
N -0.51237 0.28216 3.68135 0.2 0.1 0.1
B 0.92682 0.80894 4.06240 -0.1 0.0 -0.1
N 1.57893 1.51026 2.85334 0.3 -0.1 0.2
C 1.76768 2.86546 2.76704 0.0 0.1 -0.2
C 2.26997 3.14703 1.54518 -0.1 0.1 0.2
N 2.39033 1.94490 0.88872 0.2 -0.1 -0.2
C 2.82722 1.78403 -0.48086 0.0 0.0 0.0
C 1.96582 0.94299 1.69343 -0.2 -0.2 0.0
S 1.91764 -0.72088 1.28974 -0.1 0.0 -0.1
C -1.36088 0.60461 2.69078 0.1 0.1 -0.2
S -1.10446 1.54860 1.28033 0.1 -0.1 -0.1
H -4.60646 0.07140 2.83308 0.0 0.0 0.0
H -3.80096 -0.66999 1.41793 0.0 0.1 0.1
H -3.72773 1.08941 1.66264 0.0 0.0 0.0
H -3.23214 -1.33473 4.49623 -0.1 -0.1 0.0
H -0.65075 -0.96368 5.40355 0.0 0.0 0.1
H 0.80672 1.65420 4.93624 0.0 0.0 0.0
H 1.57194 -0.13891 4.44284 0.0 0.0 0.0
H 1.48872 3.51356 3.57465 0.0 0.1 0.1
H 2.52113 4.07837 1.07490 0.0 0.1 0.0
H 3.64423 2.47899 -0.67917 0.0 0.0 0.0
H 2.00223 1.96924 -1.17146 0.0 0.0 0.0
H 3.16474 0.75912 -0.61396 0.0 0.1 0.0
F 3.38302 -1.63877 -6.65917 -0.2 0.0 0.2
C 2.60489 -1.84842 -5.56844 0.1 0.0 -0.1
C 2.71418 -1.03785 -4.45096 0.0 0.0 0.0
F 3.61271 -0.03114 -4.44783 -0.1 -0.1 0.0
C 1.91735 -1.26731 -3.34061 0.3 0.2 0.0
F 2.12235 -0.45247 -2.29027 -0.2 -0.2 -0.2
C 0.97898 -2.29803 -3.26584 -0.3 -0.1 0.2
S -0.03140 -2.63176 -1.87488 0.4 -0.2 -0.3
C 0.90714 -3.09135 -4.41794 -0.1 -0.2 -0.2
F 0.03973 -4.12575 -4.47918 0.2 0.2 0.1
C 1.68889 -2.88592 -5.54145 0.0 0.0 0.0
F 1.56352 -3.69296 -6.61999 0.0 0.1 0.2
Cl -3.47193 -0.80501 -2.13601 -0.1 0.1 -0.1
C -3.04487 0.84930 -1.63372 -0.6 0.1 0.1
Cl -4.40675 1.97428 -1.93815 0.0 -0.1 0.0
C -1.72902 1.28184 -2.30795 -0.6 0.3 -0.1
O -1.68780 2.16897 -3.14389 -0.1 0.1 -0.1
O -0.79403 0.60185 -1.82549 1.1 -0.5 0.0
H -2.89135 0.82065 -0.55515 0.0 0.0 -0.1
F -0.91435 -2.74418 1.84599 0.0 0.0 0.1
B -1.47712 -2.03373 0.81755 -0.4 -0.9 0.7
F -2.78398 -2.45221 0.73836 -0.2 0.0 -0.1
```
Forces are in eV/Å.

Output
2S+1   4
HOMO-LUMO gap (alpha / beta)   5.7 / 6.9 eV
LUMO level (alpha / beta)   4.61 / 4.61 eV
Expectation value of S²   3.765
ΔE to the lowest compared entry with this formula, charge and spin   13.24 kcal/mol
Charge   -2



Density functional theory data (wB97M-V/def2-TZVPD) for a gas-phase ion, C4H11IN2 (charge +2) at a distorted geometry.

Structure (XYZ):
```
18
Properties=species:S:1:pos:R:3:forces:R:3
C 1.26956 0.87319 0.04051 5.5 1.4 -1.1
C 0.19427 -0.89280 1.06249 0.2 -1.3 1.5
C -1.00707 1.11824 0.33274 -2.7 0.0 0.3
C -0.13353 -0.46849 -1.28309 -0.5 -2.0 -1.6
N 2.50340 0.48894 -0.36034 -4.6 -2.0 -0.1
N 0.05845 0.08575 0.00251 1.7 3.3 2.1
I 4.28211 1.48846 -0.56981 -0.1 0.2 0.2
H 1.18083 1.93309 0.38046 0.1 -1.0 -0.1
H -0.53872 -1.65624 1.00170 -0.8 -0.6 -0.2
H 1.15747 -1.31845 1.22126 1.1 -0.7 -1.4
H 0.18720 -0.45977 2.01729 -1.1 1.3 1.3
H -1.90424 0.68143 -0.10491 -0.4 -0.4 0.9
H -1.10514 1.37640 1.41917 0.3 -0.8 -1.0
H -1.09429 2.06637 -0.21092 1.6 -0.1 -0.4
H -0.95225 -1.17119 -1.20716 -0.3 -0.1 -0.2
H -0.39145 0.32797 -1.92940 0.0 0.5 -1.1
H 0.73900 -1.04783 -1.57123 0.0 0.1 -0.3
H 2.54864 -0.52880 -0.77348 0.1 2.3 1.1
```
Forces are in eV/Å.

Output
2S+1   1
HOMO-LUMO gap   8.5 eV
LUMO level   -10.11 eV
ΔE to the lowest compared entry with this formula, charge and spin   0.00 kcal/mol
Charge   +2



Density functional theory data (wB97M-V/def2-TZVPD) for 3 unconnected molecules or ions with the total composition C11H23IN2O6S at a distorted geometry.

Structure (XYZ):
```
44
Properties=species:S:1:pos:R:3:forces:R:3
C -4.73788 2.71069 -2.68938 0.4 0.0 -0.3
C -4.25989 2.27429 -4.09124 -0.4 -0.6 0.9
C -4.28661 0.75889 -4.23018 0.0 0.5 -0.3
O -3.21462 0.15354 -3.47478 0.1 0.1 -0.1
S -1.91009 -0.09843 -4.43281 -0.2 -0.3 0.1
O -1.93380 -1.47946 -4.81464 0.1 -0.1 -0.2
O -0.81325 -0.06395 -3.22504 -0.3 0.3 0.0
C -0.75917 1.14714 -2.48829 0.5 -0.1 -0.2
C -0.74600 0.89228 -0.99685 -0.2 -0.3 0.1
O -1.12587 1.68045 -0.20199 0.0 0.2 0.2
I 0.09556 -0.98593 -0.39109 0.0 0.0 -0.1
H -5.37711 3.58435 -2.76612 -0.1 0.1 0.2
H -5.28031 1.90677 -2.19997 -0.2 0.0 0.1
H -3.89267 2.95854 -2.05288 0.0 0.1 0.1
H -3.22926 2.58938 -4.23011 0.0 0.3 -0.4
H -4.92010 2.69264 -4.84557 0.2 0.1 -0.2
H -4.21050 0.48188 -5.28333 0.1 -0.2 0.0
H -5.22151 0.35767 -3.85382 0.0 -0.2 0.1
H -1.56995 1.82947 -2.72752 -0.2 0.0 0.1
H 0.18028 1.65939 -2.70592 0.1 0.0 0.0
C 4.16972 -3.93072 -0.03656 0.0 0.1 -0.1
C 4.02193 -2.54170 0.54208 -0.1 0.1 0.1
O 4.26873 -1.53945 -0.11204 0.0 0.0 0.0
N 3.59345 -2.44550 1.82655 0.1 -0.2 -0.1
C 3.24532 -3.51225 2.74659 -0.1 0.2 0.0
H 4.51159 -3.83751 -1.06227 0.0 0.1 0.0
H 4.90158 -4.50913 0.52786 -0.1 -0.1 0.0
H 3.21434 -4.45638 -0.03039 0.0 -0.1 0.1
H 3.51023 -1.49905 2.16101 -0.1 0.0 0.1
H 2.20982 -3.39856 3.06635 0.0 0.0 0.0
H 3.88235 -3.46550 3.63099 0.0 -0.1 0.0
H 3.37116 -4.48139 2.27525 0.0 0.0 0.0
C 1.67519 0.85667 2.50804 0.1 0.0 0.1
C 1.26207 0.14291 3.77096 0.0 -0.1 0.0
O 1.43103 -1.06018 3.91244 0.1 0.0 0.0
N 0.69536 0.88296 4.75686 0.0 0.0 -0.1
C 0.41980 2.30706 4.76242 -0.1 -0.2 0.2
H 2.09977 0.12474 1.83007 0.0 0.0 -0.1
H 0.81681 1.32151 2.02176 0.0 0.1 0.0
H 2.43102 1.61379 2.72335 -0.1 0.1 0.0
H 0.44543 0.34519 5.57137 0.0 0.0 0.0
H 0.95056 2.78892 5.58522 0.0 0.1 -0.1
H -0.64912 2.48201 4.89346 0.0 0.1 -0.1
H 0.73460 2.76199 3.83017 0.0 0.0 0.0
```
Forces are in eV/Å.

Output
2S+1   1
HOMO-LUMO gap   9.5 eV
LUMO level   0.48 eV
Charge   0



| no. | electronic energy (eV) |
| --- | --- |
| 1 | -148863.5880 |
| 2 | -84292.1418 |
| 3 | -9928.1328 |
| 4 | -11314.8727 |
| 5 | -45729.9013 |
| 6 | -130479.7648 |
| 7 | -15386.1167 |
| 8 | -45980.6056 |